DFT (ωB97M-V/def2-TZVPD) results for C29H26BN6O5S3Ta as an isolated structure.

Computed properties:
LUMO: -0.739 eV
Relative energy (zero: lowest compared OMol25 entry of this formula, charge and spin): 32.96 kcal/mol
Gap between HOMO and LUMO: 0.26178 Eh

Each line ends with the Löwdin charge.
Element x y z (Å)
1 Ta -0.2298 0.4576 0.4482  1.498
2 O 3.5287 -2.9434 1.4370  0.067
3 C 2.5611 -3.7722 1.0354  -0.265
4 C 2.9301 -5.0455 0.5987  -0.004
5 C 1.9782 -5.9580 0.1973  -0.076
6 C 0.6313 -5.6158 0.1890  -0.094
7 C 0.2530 -4.3470 0.5734  -0.035
8 C 1.1988 -3.4186 1.0072  -0.092
9 C 0.7902 -2.0532 1.3290  -0.473
10 O -0.2074 -1.5013 0.7171  -0.329
11 N 1.5116 -1.3714 2.1832  0.037
12 N 1.1155 -0.0897 2.2652  -0.124
13 C 1.7564 0.7408 3.0147  -0.033
14 C 1.3469 2.0949 3.1704  -0.140
15 C 2.1610 2.9938 3.8800  -0.036
16 C 1.7567 4.2815 4.1254  -0.088
17 C 0.5030 4.7047 3.6826  -0.064
18 C -0.3252 3.8505 2.9978  0.003
19 C 0.0784 2.5353 2.6906  -0.324
20 O -0.7239 1.7484 2.0321  -0.286
21 H 3.1247 -2.1181 1.7731  0.069
22 H 3.9787 -5.2976 0.6055  0.118
23 H 2.2879 -6.9471 -0.1064  0.105
24 H -0.1088 -6.3426 -0.1132  0.100
25 H -0.7850 -4.0503 0.5679  0.114
26 H 2.6191 0.3848 3.5760  0.145
27 H 3.1296 2.6574 4.2184  0.113
28 H 2.3991 4.9631 4.6614  0.101
29 H 0.1756 5.7139 3.8819  0.108
30 H -1.2936 4.1771 2.6485  0.108
31 C 0.3902 -2.5286 -2.4685  -0.040
32 N -1.0013 -2.5126 -2.1219  -0.106
33 C -1.8331 -3.5860 -1.9981  -0.042
34 C -3.0763 -3.0916 -1.7658  -0.042
35 N -3.0128 -1.7317 -1.7454  -0.007
36 B -4.2741 -0.8309 -1.8274  -0.440
37 N -4.0844 0.5480 -1.1420  -0.022
38 C -4.7266 1.6681 -1.5734  -0.050
39 C -4.6644 2.6119 -0.5990  -0.029
40 N -3.9678 2.0621 0.4381  -0.109
41 C -3.7468 2.6352 1.7363  -0.025
42 C -3.6103 0.8088 0.0775  -0.693
43 S -2.6946 -0.2442 1.0768  0.725
44 C -1.7394 -1.3970 -1.9378  -0.677
45 S -1.0522 0.1800 -1.9758  0.717
46 H 0.6591 -3.5236 -2.8153  0.102
47 H 1.0011 -2.2685 -1.6003  0.027
48 H 0.5722 -1.7919 -3.2553  0.090
49 H -1.4772 -4.5923 -2.0764  0.121
50 H -4.0016 -3.6069 -1.6253  0.123
51 H -4.4900 -0.6383 -2.9797  0.081
52 H -5.1545 -1.3801 -1.2512  0.081
53 H -5.1910 1.7013 -2.5356  0.122
54 H -5.0572 3.6068 -0.5557  0.121
55 H -4.0184 3.6895 1.7164  0.099
56 H -2.6955 2.5139 2.0074  0.047
57 H -4.3509 2.1083 2.4806  0.104
58 O 0.9073 4.1358 -0.7246  0.117
59 C 1.1009 2.9429 -0.8390  -0.508
60 O 0.3129 2.0586 -0.2721  -0.302
61 C 2.2072 2.3835 -1.6608  -0.147
62 C 2.8754 3.2760 -2.5038  -0.015
63 C 3.8294 2.8454 -3.3997  -0.076
64 C 4.1392 1.4923 -3.4700  -0.077
65 C 3.5396 0.6060 -2.6049  -0.121
66 C 2.5874 1.0353 -1.6762  -0.554
67 S 2.0702 -0.1657 -0.5237  0.759
68 H 2.6053 4.3182 -2.4350  0.118
69 H 4.3251 3.5473 -4.0520  0.101
70 H 4.8519 1.1229 -4.1932  0.105
71 H 3.8044 -0.4400 -2.6159  0.097

DFT (ωB97M-V/def2-TZVPD) results for the molecule C9H11NO2.

Computed properties:
LUMO: 0.610 eV
Relative energy (zero: lowest compared OMol25 entry of this formula, charge and spin): 60.11 kcal/mol
Gap between HOMO and LUMO: 0.30113 Eh

Each line ends with the natural charge from an NBO analysis.
Element x y z (Å)
1 C 0.6697 3.0134 1.4823  -0.259
2 C 0.5276 2.9394 0.1073  -0.188
3 C 0.4022 1.8958 2.2583  -0.191
4 C 0.1329 1.7637 -0.4992  -0.303
5 C 0.0048 0.7157 1.6658  -0.284
6 C -0.1353 0.6309 0.2769  0.237
7 C 0.0615 -2.4276 -1.3112  -0.508
8 C -0.2294 -0.9425 -1.6280  0.240
9 C 0.2388 -2.2725 0.1900  0.364
10 N -0.6107 -0.5276 -0.2803  -0.560
11 O -1.2248 -0.6947 -2.5718  -0.713
12 O -0.4740 -2.9602 1.0774  -0.646
13 H 0.9839 3.9373 1.9448  0.209
14 H 0.7299 3.8105 -0.5001  0.209
15 H 0.5058 1.9448 3.3325  0.209
16 H -0.0032 1.7162 -1.5692  0.216
17 H -0.1903 -0.1628 2.2633  0.211
18 H -0.8016 -3.0535 -1.5462  0.213
19 H 0.9383 -2.8322 -1.8163  0.229
20 H 0.6721 -0.4385 -2.0077  0.161
21 H 1.2077 -1.9825 0.5706  0.193
22 H -2.0793 -0.8481 -2.1429  0.473
23 H -1.3264 -3.2251 0.7038  0.490

DFT (ωB97M-V/def2-TZVPD) results for the molecule C3H2Cl2S.

Computed properties:
Structure (SMILES): S=CC=C(Cl)Cl
LUMO: -1.161 eV
Relative energy (zero: lowest compared OMol25 entry of this formula, charge and spin): 6.09 kcal/mol
Gap between HOMO and LUMO: 0.28580 Eh

Each line ends with the natural charge from an NBO analysis.
Element x y z (Å)
1 C -1.2524 -0.0005 -0.0135  -0.069
2 C 0.0169 -0.5194 -0.0309  -0.312
3 C 1.2673 0.2713 0.1028  -0.325
4 H 0.1043 -1.5338 -0.3075  0.232
5 H 1.0609 1.4177 0.3446  0.214
6 S 2.7751 -0.2831 -0.0446  0.089
7 Cl -1.3466 1.6842 -0.0520  0.084
8 Cl -2.6255 -1.0363 0.0012  0.087

DFT (ωB97M-V/def2-TZVPD) results for the molecule C5H5BrO2.

Computed properties:
Spin multiplicity: 3
LUMO (alpha / beta): 0.592 / -2.410 eV
Relative energy (zero: lowest compared OMol25 entry of this formula, charge and spin): 15.41 kcal/mol
Gap between HOMO and LUMO (alpha / beta): 0.23574 / 0.24850 Eh

Each line ends with the Löwdin charge.
Element x y z (Å)
1 C -0.1506 -1.3987 0.4647  -0.125
2 C -0.9310 -1.0545 -0.6074  -0.124
3 C 0.6033 -0.3077 1.0222  -0.050
4 C -1.4489 0.2686 -0.8867  -0.328
5 C 1.1476 0.6859 0.2489  -0.789
6 O -0.9413 1.3812 -0.7577  -0.065
7 O 1.4086 1.8304 0.8229  0.078
8 Br 1.6643 0.4263 -1.4919  0.954
9 H 0.0431 -2.3297 0.9241  0.089
10 H -1.5882 -1.9355 -0.8626  0.121
11 H 0.6521 -0.1980 1.9995  0.080
12 H -2.4226 0.2123 -1.2885  0.089
13 H 1.9637 2.4192 0.4126  0.071

DFT (ωB97M-V/def2-TZVPD) results for C48H54BrN3O2P2S3SiTi as an isolated structure.

Computed properties:
LUMO: -6.052 eV
Relative energy (zero: lowest compared OMol25 entry of this formula, charge and spin): 0.00 kcal/mol
Charge: +2
Gap between HOMO and LUMO: 0.24857 Eh

Each line ends with the Löwdin charge.
Element x y z (Å)
1 Ti 0.1974 0.2647 -0.0214  0.854
2 C -1.0212 0.2110 5.3633  -0.510
3 C -2.1003 0.7778 4.4396  -0.497
4 S -2.4940 -0.0919 2.9077  0.877
5 C -2.6266 -1.8085 3.4370  -0.481
6 C -1.8400 -2.7783 2.5563  -0.489
7 S -0.2085 -2.2882 1.9721  0.851
8 C 0.8518 -2.7254 3.3629  -0.494
9 C 0.5792 -2.0492 4.6975  -0.507
10 S 0.5699 -0.2435 4.6366  0.893
11 H -1.3981 -0.6455 5.9226  0.073
12 H -0.8152 0.9720 6.1192  0.081
13 H -1.8337 1.7842 4.1077  0.074
14 H -3.0090 0.8895 5.0356  0.087
15 H -3.6736 -2.1156 3.4091  0.087
16 H -2.3104 -1.8907 4.4729  0.059
17 H -2.4248 -3.0143 1.6662  0.053
18 H -1.7070 -3.7244 3.0880  0.097
19 H 1.8740 -2.5497 3.0286  0.061
20 H 0.7570 -3.8070 3.4935  0.091
21 H 1.3547 -2.3737 5.3936  0.085
22 H -0.3657 -2.4018 5.1092  0.070
23 C -2.9110 2.3649 -2.7347  -0.090
24 N -1.9014 1.7731 -1.8474  -0.472
25 P -2.2560 1.1309 -0.3179  0.946
26 C -2.9511 2.5048 0.6024  -0.349
27 C -2.3109 3.7417 0.4807  -0.089
28 C -2.7688 4.8346 1.1960  -0.054
29 C -3.8625 4.6997 2.0419  -0.050
30 C -4.4904 3.4710 2.1779  -0.053
31 C -4.0358 2.3705 1.4671  -0.122
32 C -3.4798 -0.1613 -0.5367  -0.350
33 C -3.0251 -1.4758 -0.4951  -0.131
34 C -3.8706 -2.5341 -0.7880  -0.060
35 C -5.1931 -2.2770 -1.1249  -0.043
36 C -5.6609 -0.9703 -1.1705  -0.045
37 C -4.8105 0.0852 -0.8822  -0.071
38 P -0.4890 1.0477 -2.3795  0.963
39 C -0.8436 -0.1963 -3.6193  -0.340
40 C -0.7005 -1.5414 -3.3025  -0.107
41 C -1.0261 -2.5243 -4.2250  -0.059
42 C -1.5029 -2.1582 -5.4746  -0.043
43 C -1.6434 -0.8156 -5.8051  -0.047
44 C -1.3100 0.1652 -4.8875  -0.073
45 C 0.5036 2.2969 -3.1867  -0.342
46 C 1.4859 1.9021 -4.0956  -0.078
47 C 2.3059 2.8522 -4.6810  -0.056
48 C 2.1411 4.1962 -4.3715  -0.052
49 C 1.1610 4.5921 -3.4724  -0.054
50 C 0.3476 3.6450 -2.8719  -0.088
51 H -3.5519 3.0307 -2.1560  0.090
52 H -3.5191 1.5901 -3.2073  0.087
53 H -2.4205 2.9594 -3.5065  0.086
54 H -1.4562 3.8487 -0.1750  0.085
55 H -2.2738 5.7907 1.0933  0.115
56 H -4.2233 5.5537 2.5976  0.116
57 H -5.3383 3.3667 2.8402  0.117
58 H -4.5158 1.4119 1.6025  0.080
59 H -1.9941 -1.7099 -0.2185  0.055
60 H -3.4995 -3.5496 -0.7526  0.114
61 H -5.8605 -3.0959 -1.3541  0.118
62 H -6.6902 -0.7746 -1.4352  0.118
63 H -5.1862 1.0986 -0.9340  0.114
64 H -0.3169 -1.8291 -2.3292  0.054
65 H -0.9029 -3.5678 -3.9708  0.110
66 H -1.7597 -2.9179 -6.1986  0.118
67 H -2.0067 -0.5348 -6.7836  0.118
68 H -1.3983 1.2088 -5.1633  0.114
69 H 1.6083 0.8580 -4.3587  0.112
70 H 3.0649 2.5466 -5.3872  0.115
71 H 2.7743 4.9373 -4.8379  0.116
72 H 1.0289 5.6400 -3.2412  0.115
73 H -0.4113 3.9548 -2.1655  0.092
74 N 2.0390 -0.0196 -0.4679  0.016
75 C 1.5873 -1.2455 -0.4200  -0.367
76 H 3.0165 0.2628 -0.4646  0.130
77 Br 2.7338 3.6935 5.8671  0.804
78 C 2.7536 3.7304 3.9889  -0.668
79 C 3.6695 4.5375 3.3225  -0.085
80 C 3.6840 4.5783 1.9345  -0.040
81 C 2.7850 3.8201 1.2035  0.005
82 C 1.8871 3.0037 1.8854  -0.131
83 C 1.8614 2.9511 3.2779  -0.052
84 C 0.9505 2.1714 1.1463  -0.512
85 O 0.4174 1.1065 1.6768  -0.153
86 O 0.6667 2.3348 -0.0723  -0.081
87 H 4.3660 5.1359 3.8929  0.113
88 H 4.3986 5.2115 1.4290  0.119
89 H 2.7753 3.8580 0.1225  0.124
90 H 1.1569 2.3143 3.7879  0.069
91 C 2.2292 -4.0481 -2.7500  -0.150
92 Si 1.8726 -3.9915 -0.9262  0.513
93 C 2.8837 -5.1774 0.0587  -0.139
94 C 0.0539 -4.3028 -0.7041  -0.172
95 N 2.3719 -2.3204 -0.3372  -0.056
96 C 3.7679 -2.0475 -0.0630  -0.282
97 C 4.0841 -1.4662 1.1598  -0.033
98 C 5.4078 -1.2005 1.4725  -0.052
99 C 6.4152 -1.5240 0.5730  -0.061
100 C 6.0926 -2.1018 -0.6437  -0.049
101 C 4.7657 -2.3592 -0.9702  -0.022
102 H 1.7866 -4.9497 -3.1770  0.048
103 H 3.2841 -4.0605 -3.0107  0.028
104 H 1.7689 -3.1920 -3.2513  0.027
105 H 2.7064 -6.1895 -0.3084  0.051
106 H 2.5791 -5.1459 1.1064  0.040
107 H 3.9543 -4.9883 0.0056  0.041
108 H -0.2151 -5.0940 -1.4067  0.050
109 H -0.5842 -3.4494 -0.9235  -0.005
110 H -0.1758 -4.6371 0.3037  0.019
111 H 3.2979 -1.2077 1.8617  0.110
112 H 5.6519 -0.7485 2.4238  0.114
113 H 7.4477 -1.3264 0.8216  0.114
114 H 6.8716 -2.3515 -1.3495  0.116
115 H 4.5244 -2.7918 -1.9275  0.097

DFT (ωB97M-V/def2-TZVPD) results for C8H15ErNOP as an isolated structure.

Computed properties:
Spin multiplicity: 4
LUMO (alpha / beta): -0.608 / -0.543 eV
Gap between HOMO and LUMO (alpha / beta): 0.17388 / 0.17643 Eh

Each line ends with the natural charge from an NBO analysis.
Element x y z (Å)
1 C -0.9881 0.9150 -3.1188  -0.402
2 C -1.5210 1.8661 -4.0339  -0.333
3 C -0.5230 2.8508 -4.3043  -0.324
4 C 0.6506 2.5209 -3.5619  -0.334
5 C 0.4007 1.3336 -2.8158  -0.405
6 Er -0.0312 -1.4499 -0.6006  0.854
7 P -0.3104 -4.0023 -1.1363  -0.158
8 H -1.4946 0.0223 -2.7187  0.146
9 H -2.5253 1.8416 -4.4543  0.193
10 H -0.6365 3.7064 -4.9672  0.195
11 H 1.1015 0.8059 -2.1490  0.148
12 H 1.5852 3.0795 -3.5599  0.192
13 H 0.7914 -4.7181 -1.7682  0.022
14 H -1.3620 -4.3786 -2.0752  0.040
15 H -0.6120 -4.9719 -0.0937  0.057
16 C 0.4112 1.2471 2.7361  -0.427
17 N 0.4488 -0.0770 3.3686  -0.347
18 C 0.6008 -0.2070 4.8134  -0.419
19 C 0.3344 -1.1664 2.6416  0.581
20 O 0.1987 -1.1039 1.3682  -0.832
21 H 0.5274 1.9852 3.5370  0.218
22 H -0.5449 1.4070 2.2184  0.240
23 H 1.2264 1.3568 2.0073  0.240
24 H -0.2692 -0.7157 5.2516  0.221
25 H 1.4936 -0.7994 5.0569  0.222
26 H 0.6944 0.7952 5.2335  0.229
27 H 0.3531 -2.1432 3.1251  0.181

Please write out number 3 again, unchanged.
DFT (ωB97M-V/def2-TZVPD) results for the molecule C3H2Cl2S.

Computed properties:
Structure (SMILES): S=CC=C(Cl)Cl
LUMO: -1.161 eV
Relative energy (zero: lowest compared OMol25 entry of this formula, charge and spin): 6.09 kcal/mol
Gap between HOMO and LUMO: 0.28580 Eh

Each line ends with the natural charge from an NBO analysis.
Element x y z (Å)
1 C -1.2524 -0.0005 -0.0135  -0.069
2 C 0.0169 -0.5194 -0.0309  -0.312
3 C 1.2673 0.2713 0.1028  -0.325
4 H 0.1043 -1.5338 -0.3075  0.232
5 H 1.0609 1.4177 0.3446  0.214
6 S 2.7751 -0.2831 -0.0446  0.089
7 Cl -1.3466 1.6842 -0.0520  0.084
8 Cl -2.6255 -1.0363 0.0012  0.087